No. 1
Formula: C18H45KO12P3
Source: the Open Molecules 2025 dataset
Level of theory: ωB97M-V with the def2-TZVPD basis set

Last column: Mulliken spin population.
Geometry (Å):
K 0.7193 -1.1695 -1.4269  -0.427
C 2.7330 0.7942 4.7489  0.000
C 1.8302 1.2970 3.5941  0.013
O 0.6109 0.6682 3.6636  0.006
P -0.3270 0.7451 2.3604  -0.135
O 0.3223 0.2884 1.1027  -0.416
O -0.8297 2.3099 2.2662  -0.018
C -0.8366 3.0290 1.0358  0.014
C -0.1323 4.3582 1.1800  0.011
O -1.6496 -0.0696 2.7719  0.013
C -2.4455 0.4447 3.8915  0.000
C -3.5986 1.0343 3.1890  0.001
H 3.7686 1.1183 4.6462  0.001
H 2.4084 1.1148 5.7388  -0.001
H 2.6429 -0.2914 4.7858  0.001
H 1.8217 2.3869 3.5833  0.000
H 2.2440 1.0091 2.6277  -0.003
H -0.4485 2.5135 0.1573  0.033
H -1.9034 3.1040 0.8251  -0.011
H 0.9262 4.2142 1.3970  0.009
H -0.1441 4.9080 0.2390  -0.015
H -0.5439 5.0331 1.9305  0.003
H -2.7761 -0.3571 4.5518  0.001
H -1.9201 1.1902 4.4884  0.000
H -4.2878 1.1090 4.0301  -0.002
H -3.3455 2.0023 2.7565  -0.001
H -4.0261 0.3886 2.4219  0.006
C 3.2189 -2.9603 2.7034  -0.056
C 4.1288 -1.7959 2.7008  0.038
O 4.8695 -1.8314 1.5212  0.017
P 4.4296 -1.0316 0.1782  0.326
O 3.3221 -1.6987 -0.6051  0.200
O 4.2069 0.5010 0.7260  -0.139
C 4.0169 1.4786 -0.2434  -0.056
C 3.2817 2.6349 0.4058  -0.017
O 5.8319 -0.8936 -0.6494  -0.033
C 5.8909 -1.7490 -1.7613  -0.086
C 6.4920 -3.0938 -1.5358  0.018
H 2.4615 -2.7395 1.9513  0.046
H 3.6185 -3.9366 2.4292  -0.005
H 2.7255 -3.1073 3.6642  -0.004
H 3.6907 -0.8068 2.8344  -0.010
H 4.8038 -1.9410 3.5444  0.000
H 4.9570 1.7512 -0.7230  0.022
H 3.3979 1.0174 -1.0129  0.019
H 3.7834 3.0003 1.3019  0.015
H 3.1243 3.3797 -0.3743  -0.021
H 2.2666 2.3603 0.6927  0.023
H 4.9498 -1.7006 -2.3091  0.072
H 6.4425 -1.2867 -2.5800  -0.009
H 7.4602 -3.0624 -1.0361  0.001
H 5.8711 -3.6358 -0.8224  -0.001
H 6.6836 -3.6553 -2.4501  -0.003
C -4.9423 -0.0902 -6.3909  0.007
C -5.0575 -0.4419 -4.9021  0.000
O -3.7916 -0.4830 -4.3476  0.068
P -3.5055 -0.8580 -2.7726  0.744
O -2.0527 -1.0215 -2.4282  0.802
O -4.3344 0.3069 -1.9617  -0.023
C -3.6405 1.2752 -1.2138  -0.059
C -4.2586 2.6328 -1.3664  0.013
O -4.4630 -2.1660 -2.4451  -0.016
C -4.2294 -3.4538 -2.8919  -0.030
C -3.0981 -4.0111 -2.0816  0.071
H -4.7059 -0.9403 -7.0308  -0.002
H -5.8940 0.2422 -6.8056  0.001
H -4.3065 0.7757 -6.5756  -0.001
H -5.7537 0.3079 -4.5265  0.001
H -5.6013 -1.3851 -4.8482  0.002
H -3.5467 0.8566 -0.2117  0.022
H -2.5840 1.3500 -1.4712  -0.003
H -3.4874 3.3793 -1.1762  -0.004
H -4.5592 2.7811 -2.4036  0.001
H -5.1920 2.6410 -0.8037  0.000
H -5.1870 -3.8817 -2.5950  -0.007
H -4.1570 -3.5585 -3.9745  -0.005
H -3.1457 -3.7947 -1.0144  0.002
H -3.0811 -5.0811 -2.2888  -0.006
H -2.1637 -3.7522 -2.5796  -0.018

Summary:
Multiplicity: 2
ΔE to the lowest compared entry with this formula, charge and spin: 0.0000 eV
<S²>: 0.750


No. 2
Formula: C18H45N5O8
Source: the Open Molecules 2025 dataset
Level of theory: ωB97M-V with the def2-TZVPD basis set

Last column: Mulliken spin population.
Geometry (Å):
N -18.2720 -22.9242 2.9906  0.007
H -19.0483 -23.3666 3.4615  0.001
H -17.8822 -22.1992 3.5760  0.002
H -18.6326 -22.5832 2.1110  -0.008
H -17.5450 -23.6229 2.9319  -0.001
C -14.7264 -19.8206 0.4357  0.000
C -16.2786 -19.9058 0.5123  0.000
O -17.0021 -19.6485 -0.4789  0.002
O -16.8642 -20.2723 1.5782  0.000
H -14.4930 -18.8208 0.0696  0.000
H -14.3761 -20.5865 -0.2562  0.000
H -14.1154 -20.0362 1.3122  0.000
C -21.5139 -22.8463 -0.4878  0.003
C -20.0955 -23.0984 0.2178  0.032
O -19.3229 -21.9999 0.5915  0.900
H -21.3651 -22.1169 -1.2841  0.001
H -22.3071 -22.4355 0.1367  0.001
H -21.9093 -23.7538 -0.9442  -0.002
H -19.5044 -23.7168 -0.4577  0.052
H -20.2149 -23.7402 1.0906  0.011
C -16.6119 -26.2987 4.5928  0.000
C -16.7265 -26.1664 3.0753  0.000
O -16.4666 -24.8698 2.5183  0.001
H -15.5913 -26.2256 4.9684  0.000
H -17.1316 -27.1604 5.0117  0.000
H -16.9657 -25.3431 4.9797  0.000
H -17.6785 -26.6037 2.7744  0.000
H -16.0724 -26.8904 2.5894  0.000
C -19.5712 -23.8281 6.0685  0.000
O -19.7114 -23.9955 4.8328  0.000
N -19.6807 -24.8364 6.9478  0.000
C -19.6805 -26.2739 6.4872  0.000
C -19.7525 -24.5679 8.3561  0.000
H -19.3329 -22.9154 6.6363  0.000
H -19.5200 -26.3596 5.4125  0.000
H -20.5461 -26.8377 6.8350  0.000
H -18.7271 -26.6712 6.8354  0.000
H -19.6935 -23.5270 8.6741  0.000
H -20.7420 -24.8612 8.7068  0.000
H -19.1251 -25.2692 8.9062  0.000
C -19.8364 -19.5144 3.9727  -0.001
O -19.5673 -19.6004 2.7753  0.002
N -20.8325 -20.2327 4.6268  -0.001
C -21.0868 -19.9618 6.0592  0.000
C -21.5807 -21.2933 3.9849  0.004
H -19.3029 -18.9068 4.7200  0.000
H -22.1745 -19.9597 6.1301  0.000
H -20.7398 -18.9714 6.3537  0.000
H -20.7224 -20.7638 6.7012  0.000
H -21.2445 -22.2851 4.2874  -0.003
H -22.6070 -21.2445 4.3487  0.000
H -21.6537 -21.1371 2.9086  0.000
C -18.8795 -26.7420 0.0636  0.003
O -18.7333 -27.0432 -1.1559  0.000
N -19.8684 -27.2300 0.8604  0.000
C -20.3592 -26.6056 2.0869  -0.005
C -20.7882 -28.2682 0.4276  0.000
H -18.4296 -25.8444 0.5155  -0.002
H -19.8706 -25.6324 2.1347  0.000
H -20.0143 -27.0845 3.0034  0.000
H -21.4275 -26.3892 2.0774  0.001
H -20.6930 -28.4989 -0.6335  0.000
H -20.6500 -29.1646 1.0321  0.000
H -21.8044 -27.8780 0.4831  0.000
C -16.7358 -20.5257 5.5443  0.000
O -17.3449 -21.5534 5.1096  0.000
N -15.4551 -20.2496 5.2509  0.000
C -14.7469 -18.9810 5.6837  0.000
C -14.7081 -21.0929 4.3492  0.000
H -17.1439 -19.7927 6.2574  0.000
H -13.8041 -19.1658 6.1984  0.000
H -15.3304 -18.4658 6.4467  0.000
H -14.7654 -18.3068 4.8274  0.000
H -14.6264 -20.6108 3.3750  0.000
H -13.7072 -21.2220 4.7611  0.000
H -15.2116 -22.0498 4.2116  0.000

Summary:
Multiplicity: 2
<S²>: 0.754
Total charge: -1


No. 3
Formula: C18H46FNO9P4
Source: the Open Molecules 2025 dataset
Level of theory: ωB97M-V with the def2-TZVPD basis set

Last column: Löwdin charge in e.
Geometry (Å):
C -0.8502 4.8920 -5.0040  -0.010
C 0.2905 4.9641 -5.7656  -0.226
C 0.5465 4.0113 -6.8776  -0.329
P 1.6724 2.6355 -6.2952  0.682
F 2.6711 3.8040 -5.5848  -0.336
C 1.3162 1.8826 -4.6528  -0.307
C 2.5912 1.7241 -3.7591  -0.231
C 2.6578 0.3781 -3.0232  -0.204
C 1.9054 0.2896 -1.6820  -0.195
C 0.5073 0.9429 -1.6326  -0.202
C -0.5061 -0.0128 -2.2914  -0.200
C -1.9245 0.5464 -2.5289  -0.209
C -2.0002 1.9800 -3.0424  -0.284
C -3.4636 2.4207 -3.2507  -0.103
P 0.3856 1.1582 -7.3989  0.664
N 1.0556 -0.4223 -7.0983  -0.235
O -1.1128 1.1675 -6.6012  -0.392
H -1.8139 5.0613 -5.4778  0.059
H -0.7921 4.6642 -3.9428  0.048
H 0.9933 5.7616 -5.5495  0.099
H 1.0714 4.5249 -7.6919  0.088
H -0.3561 3.5474 -7.2758  0.044
H 2.7681 2.1662 -7.0469  0.038
H 0.8177 0.9230 -4.7210  0.042
H 0.6864 2.6027 -4.1362  0.061
H 3.4393 1.7557 -4.4442  0.085
H 2.6988 2.5798 -3.0963  0.114
H 2.3804 -0.4210 -3.7153  0.097
H 3.7147 0.2164 -2.7951  0.104
H 2.4932 0.6492 -0.8378  0.102
H 1.7256 -0.7740 -1.4977  0.105
H 0.5029 1.9412 -2.0640  0.083
H 0.2474 1.0743 -0.5797  0.104
H -0.6032 -0.8550 -1.6015  0.109
H -0.0613 -0.4264 -3.1986  0.094
H -2.3799 -0.0791 -3.3034  0.110
H -2.5120 0.4314 -1.6164  0.108
H -1.5357 2.6614 -2.3281  0.100
H -1.5333 2.0422 -4.0230  0.074
H -3.8135 2.0240 -4.2036  0.069
H -4.1050 2.0452 -2.4543  0.067
H -3.4961 3.5071 -3.3070  0.061
H 1.5517 -0.4883 -6.2106  0.000
H 0.2726 -1.0680 -7.0875  0.014
H -1.6902 0.5881 -7.1179  0.025
C 1.9869 -1.1766 4.8729  -0.082
O 0.9012 -0.4567 4.2873  -0.238
P 1.1604 0.9087 3.5054  0.354
O 1.3725 0.7588 2.0676  -0.220
O 2.3258 1.6420 4.2938  -0.209
C 3.6783 1.5130 3.8413  -0.093
O -0.0864 1.7884 3.9250  -0.197
C -1.3338 1.1506 4.2188  -0.090
H 2.7986 -1.3247 4.1596  0.095
H 2.3496 -0.6405 5.7507  0.097
H 1.6153 -2.1477 5.1881  0.079
H 3.7275 1.1520 2.8146  0.083
H 4.2146 0.8263 4.4964  0.083
H 4.1492 2.4917 3.8969  0.090
H -1.2941 0.6922 5.2064  0.081
H -1.5764 0.3957 3.4706  0.093
H -2.1052 1.9157 4.2163  0.091
C -3.3878 -6.0600 6.1518  -0.088
O -2.3338 -5.1279 5.9184  -0.224
P -1.0346 -5.1263 6.8423  0.349
O 0.0670 -5.9527 6.3543  -0.224
O -1.5456 -5.4664 8.3065  -0.212
C -1.4758 -6.8137 8.7855  -0.096
O -0.7171 -3.5825 6.9881  -0.197
C -1.0570 -2.6894 5.9208  -0.097
H -3.0048 -7.0784 6.2311  0.091
H -3.9271 -5.7884 7.0600  0.091
H -4.0717 -6.0055 5.3092  0.091
H -0.7991 -7.4207 8.1852  0.085
H -2.4728 -7.2546 8.7711  0.082
H -1.1168 -6.7907 9.8119  0.090
H -2.1287 -2.4943 5.9254  0.091
H -0.7601 -3.1021 4.9563  0.098
H -0.5314 -1.7529 6.0832  0.071

Summary:
SMILES: C=CC[PH](F)(CCCCCCCCC)P(N)O.COP(=O)(OC)OC.COP(=O)(OC)OC


Number 1: energy -88162.869 eV, strongest force on any atom 5.0 eV/Å. Number 2: energy -43222.126 eV, strongest force on any atom 3.5 eV/Å. Number 3: energy -79204.658 eV, strongest force on any atom 2.2 eV/Å.